1.
The following is a quantum chemistry calculation of 7 unconnected molecules or ions with the total composition C39H41FN9O2 in a non-equilibrium geometry, from OMol25.

Properties
Frontier orbital gap, hartree: 0.2140
Electronic energy, a.u.: -2253.33282
Net charge: +1
Max |F|, eV/A: 9.0
Multiplicity: 1

Last column: Mulliken charge in e.
Element x y z (Å)
C (4.6946, 5.2839, 1.6239)  0.03
C (5.0307, 2.6155, -0.5847)  -0.08
C (9.5284, 7.1409, 0.5791)  -0.10
O (-1.4467, -2.3784, 2.3361)  -0.38
N (0.4395, -2.7255, -2.5834)  0.51
H (-3.4321, -4.5080, -7.4166)  0.38
H (11.3031, 7.0308, 3.3028)  0.38
C (-6.8931, -0.1066, -1.0892)  -0.57
H (1.6209, -3.9215, -4.0312)  0.34
C (12.1459, 7.1078, 1.3205)  -0.54
H (-4.0018, -5.0053, -3.1935)  0.92
N (3.3733, 1.0966, 0.2815)  -0.51
C (3.6691, 1.3497, -2.0953)  -0.31
H (-0.8267, -4.4247, 1.8107)  0.24
C (-5.5583, -6.4455, -5.6574)  -0.27
N (-5.9652, -1.8730, 0.2604)  -0.33
N (9.8063, 7.0903, 1.8937)  -0.29
C (-1.7436, -3.6921, -1.2830)  0.21
H (-0.8064, -4.3976, -3.2773)  0.31
C (2.7853, -2.0833, -3.4113)  0.02
N (5.8153, 4.5728, 1.4067)  -0.17
H (-5.2480, -6.1841, -7.7691)  0.37
O (-1.9685, -7.0145, -0.9319)  -0.39
C (10.4951, 7.1740, -0.4127)  -0.68
C (-7.9411, -0.6984, 0.9813)  -0.29
H (-3.1094, -1.5819, 1.1502)  0.29
C (-3.9355, -4.9632, -6.5701)  -0.42
C (4.6782, 2.2805, -1.8850)  -0.67
H (-8.6586, 0.8546, -0.3227)  0.38
C (-1.4494, -2.5832, -0.1496)  0.25
H (2.6789, -0.9536, -3.5806)  0.01
H (3.7940, 4.8759, 1.1749)  0.34
C (-9.6036, -0.2673, 5.9830)  -0.66
H (2.2547, 0.0623, -1.0994)  -0.03
C (-9.4118, -1.2650, 6.9285)  -0.11
H (5.1852, 2.7402, -2.7268)  0.39
H (-6.8351, 0.4926, -1.9897)  0.37
H (4.5966, 2.2252, 1.4897)  0.46
C (5.8410, 6.9238, 2.9136)  -0.21
H (-9.0454, 0.3870, 4.0067)  0.36
C (4.6559, 6.4557, 2.3616)  -0.75
H (7.8391, 4.4588, 1.7594)  0.43
C (11.8292, 7.1579, -0.0300)  -0.11
H (-8.3818, -3.1123, 7.3532)  0.34
C (-0.1952, -1.7265, -0.5551)  -0.39
H (3.3701, 1.0650, -3.0971)  0.32
C (-5.9560, -1.0942, -0.8364)  -0.06
H (0.0645, -0.8834, 0.2074)  0.48
H (-0.2231, -3.7436, 3.4186)  0.27
H (-6.3547, -7.1751, -5.7624)  0.38
H (-7.2366, -3.1232, 5.1352)  0.35
C (-7.9194, -2.3242, 5.4070)  -0.06
C (6.9490, 5.0503, 1.9516)  -0.36
N (-8.0878, -1.3726, 4.4721)  -0.30
H (5.8508, 7.8373, 3.4988)  0.41
H (0.8545, -2.3558, -4.6978)  0.29
H (-2.7944, -3.8974, -5.0805)  0.38
H (12.6152, 7.1840, -0.7775)  0.37
H (7.9539, 6.5454, 3.1235)  0.40
H (-5.1478, -1.2894, -1.5352)  0.34
N (0.6749, -1.7795, -1.6748)  -0.49
H (-6.9392, -2.2978, 2.0217)  0.36
H (8.4716, 7.1548, 0.3305)  0.41
C (-6.9555, -1.6583, 1.1455)  -0.24
C (-8.9257, -0.3666, 4.7789)  -0.01
H (-2.9561, -3.4155, 1.3099)  0.34
H (0.5248, -3.0862, 1.8364)  0.24
C (-0.4677, -3.4554, 2.3154)  -0.57
H (-8.7167, -0.5711, 1.7261)  0.34
N (-5.2305, -6.1344, -4.3914)  -0.50
N (-2.8858, -4.6331, -1.2038)  -0.38
H (10.2128, 7.2118, -1.4577)  0.35
H (-10.2651, 0.5681, 6.1770)  0.34
C (4.3548, 1.9994, 0.4563)  -0.43
H (3.1551, -2.2903, -2.3286)  0.34
H (3.7237, 6.9892, 2.5019)  0.36
C (-4.9445, -5.8938, -6.7708)  -0.32
C (1.3908, -2.8157, -3.7702)  -0.52
H (5.8111, 3.3365, -0.3849)  0.44
C (7.0133, 6.2093, 2.7076)  -0.46
C (-2.3366, -2.4333, 1.1819)  -0.32
C (-7.9049, 0.0915, -0.1593)  -0.30
C (-4.2489, -5.2316, -4.2248)  -0.56
F (3.7892, -2.6743, -4.3005)  -0.33
C (-3.5777, -4.6214, -5.2728)  -0.35
C (-2.4811, -5.9039, -1.2419)  0.80
C (3.0509, 0.7921, -0.9879)  0.55
C (-8.5539, -2.3169, 6.6385)  -0.59
C (-0.6818, -3.6075, -2.4296)  -0.33
H (13.1763, 7.0945, 1.6538)  0.35
C (11.1066, 7.0740, 2.2359)  -0.17
H (-9.9260, -1.2232, 7.8828)  0.37

---

2.
The following is a quantum chemistry calculation of a molecular structure, C39H41MnN7P, from OMol25.

Properties
Frontier orbital gap (spin up / spin down), hartree: 0.2227 / 0.2300
Electronic energy, a.u.: -3386.22735
Energy relative to the best compared isomer or geometry (same formula, charge and spin), kcal/mol: 0.00
Net charge: +1
Max |F|, eV/A: 0.9
Multiplicity: 2

Last column: Mulliken spin population.
Element x y z (Å)
C (2.7947, 4.1746, -2.0463)  0.00
H (-0.1652, -4.4939, -1.0719)  0.00
H (2.1125, -0.8807, -0.4995)  -0.02
C (-2.2531, 3.2192, 2.6745)  0.00
C (1.5111, -4.7345, -2.3896)  0.00
C (2.5535, -2.7157, -3.1446)  0.00
H (3.6781, 0.6715, 2.5086)  0.00
H (-3.5035, 1.4057, -0.8074)  0.00
N (-0.1754, -1.8391, -0.7840)  -0.05
H (-0.1917, 0.3291, -3.3117)  0.00
H (-2.2563, 3.0803, 3.7481)  0.00
C (0.6602, -2.5932, -1.6347)  0.02
H (1.5629, 0.2404, 5.9950)  0.00
H (-4.0866, -3.3517, -2.6162)  0.00
H (-3.4941, 4.9649, 2.7311)  0.00
H (0.5227, -3.0799, 2.3991)  0.00
H (1.6857, -0.8893, -2.4293)  0.00
C (-1.7165, 0.9705, -1.9249)  0.00
C (-1.5100, -2.0758, -0.8194)  0.02
C (-3.9656, 0.8214, -2.8059)  0.00
C (3.3529, 1.2099, 1.6151)  0.00
H (0.7506, -3.4444, 0.8276)  0.00
N (2.5980, -0.8604, 0.3888)  0.00
C (2.4748, -2.8780, 1.7869)  0.00
Mn (0.3770, -0.9291, 0.9329)  1.07
C (3.5060, 0.2973, 0.4004)  0.01
C (0.6081, -3.9928, -1.6452)  -0.01
C (3.1930, -2.1758, 0.6472)  0.01
H (-2.5633, -0.3944, 4.9474)  0.00
P (-0.5723, 1.3295, -0.5323)  0.01
N (1.9704, 1.6427, 1.7894)  0.01
H (3.2023, -4.6806, -3.7147)  0.00
C (1.5725, 2.1097, -2.2402)  0.00
C (-3.0960, 1.0915, -1.7590)  0.00
C (-1.2420, 0.5168, -3.1581)  0.00
N (0.1935, -0.5539, 3.0338)  0.03
N (-2.0489, -0.9794, 2.4705)  -0.01
H (-5.3856, -2.6067, -0.6478)  0.00
C (2.4952, -4.1005, -3.1379)  0.00
N (-1.5146, -1.1747, 1.3326)  -0.04
H (-1.6738, -3.0323, -2.7513)  0.00
H (0.2365, 4.0804, 0.1568)  0.00
H (3.2552, 2.6237, -3.4551)  0.00
H (3.1622, -2.7883, -0.2594)  0.00
H (-5.0318, 0.9262, -2.6520)  0.00
C (-2.2783, -1.6699, 0.3047)  -0.02
C (-4.3153, -2.4565, -0.6693)  0.00
H (-4.1530, 0.2394, -4.8626)  0.00
H (-4.1960, -1.5251, 1.2594)  0.00
C (0.6960, 2.4874, -1.2209)  0.00
C (-0.5594, -0.0224, 5.6595)  0.00
C (-3.6714, -1.8578, 0.3744)  0.00
H (2.1317, -0.2360, 3.6369)  -0.01
C (-2.2126, -2.7089, -1.8713)  0.00
C (-1.5518, 2.3348, 1.8626)  -0.01
C (1.6408, -1.9714, -2.4078)  0.00
C (-1.0976, -0.6137, 3.4104)  0.00
H (1.7916, 2.4353, 1.1841)  0.00
H (4.2424, -2.0528, 0.9198)  0.00
H (-0.8482, 0.1916, 6.6797)  0.00
C (0.9004, 3.7362, -0.6266)  0.00
H (3.3067, -2.2080, -3.7337)  0.00
C (0.7832, 0.0102, 5.2836)  0.00
H (2.8087, -3.9143, 1.8709)  0.00
H (1.8157, 1.9710, 2.7359)  0.00
H (1.4628, 1.1623, -2.7416)  0.00
H (3.5987, 4.8232, -2.3670)  0.00
C (1.9369, 4.5668, -1.0312)  0.00
H (-3.4646, 5.2806, 0.2784)  0.00
H (4.0492, 2.0473, 1.4957)  0.00
H (3.3610, 0.8762, -0.5157)  0.00
H (-2.2168, 3.7160, -1.1551)  0.00
C (-2.9452, 4.2742, 2.1046)  0.00
H (2.6937, -2.3758, 2.7302)  0.00
H (1.4488, -5.8150, -2.3836)  0.00
C (-3.4749, 0.4311, -4.0413)  0.00
N (1.0200, -2.7933, 1.5617)  -0.01
H (4.5383, -0.0607, 0.3806)  0.00
C (-2.1082, 0.2699, -4.2101)  0.00
C (-2.2299, 3.5717, -0.0813)  0.00
C (-1.5403, 2.4945, 0.4828)  0.00
C (-2.9300, 4.4521, 0.7241)  0.00
H (-1.7124, -0.0618, -5.1615)  0.00
H (-0.9929, 1.5196, 2.3010)  0.01
C (1.1032, -0.2592, 3.9713)  0.01
C (-1.5092, -0.3405, 4.7159)  0.00
C (-3.5690, -2.8818, -1.7890)  0.00
H (2.0619, 5.5298, -0.5533)  0.00
C (2.6023, 2.9428, -2.6529)  0.00